# 1
A 12-piece molecular cluster, C4H32NO13 overall at a distorted geometry, computed with ωB97M-V/def2-TZVPD.

Bonds (Å) are listed after each position.
Positions of all 50 atoms, in Å:
1 O 1.17 -2.39 -0.84  C2 1.196
2 C 1.26 -1.80 0.19  O1 1.196, O3 1.349, C4 1.522
3 O 1.88 -2.33 1.27  C2 1.349, H8 0.952
4 C 0.73 -0.41 0.52  C2 1.522, C5 1.549, N7 1.487, H9 1.089
5 C 1.84 0.66 0.43  C4 1.549, C6 1.522, H10 1.087, H11 1.085
6 C 1.40 1.84 -0.43  C5 1.522, H12 1.088, H13 1.093, H14 1.090
7 N 0.00 -0.48 1.82  C4 1.487, H15 1.023, H16 1.035, H17 1.049
8 H 2.02 -3.27 1.22  O3 0.952
9 H 0.06 -0.22 -0.32  C4 1.089
10 H 2.79 0.25 0.13  C5 1.087
11 H 2.01 1.01 1.44  C5 1.085
12 H 1.17 1.46 -1.42  C6 1.088
13 H 2.22 2.56 -0.47  C6 1.093
14 H 0.57 2.47 -0.09  C6 1.090
15 H -0.23 -1.46 2.02  N7 1.023
16 H -0.83 0.13 1.87  N7 1.035
17 H 0.62 -0.12 2.59  N7 1.049
18 H -4.41 -1.55 -0.88  O20 0.960
19 H -3.23 -0.97 -0.08  O20 0.985
20 O -3.63 -1.82 -0.39  H18 0.960, H19 0.985
21 H 2.32 1.06 4.02  O23 0.966
22 H 2.66 -0.42 3.57  O23 0.971
23 O 1.97 0.26 3.59  H21 0.966, H22 0.971
24 H -2.02 2.23 2.15  O26 0.974
25 H -1.92 1.51 3.70  O26 0.952
26 O -1.77 1.52 2.76  H24 0.974, H25 0.952
27 H 2.63 0.10 -4.30  O29 0.959
28 H 2.18 1.63 -4.40  O29 0.960
29 O 2.12 0.81 -3.91  H27 0.959, H28 0.960
30 H -2.56 2.52 -2.13  O32 0.958
31 H -1.25 3.32 -2.19  O32 0.959
32 O -2.14 3.32 -1.84  H30 0.958, H31 0.959
33 H -2.65 -0.55 -2.51  O35 0.968
34 H -1.28 -0.12 -3.06  O35 0.994
35 O -2.07 0.22 -2.57  H33 0.968, H34 0.994
36 H -2.04 -3.00 0.88  O38 0.969
37 H -0.88 -3.74 1.56  O38 0.967
38 O -1.19 -2.86 1.33  H36 0.969, H37 0.967
39 H 5.42 -1.00 1.14  O41 0.963
40 H 4.49 -2.06 1.82  O41 0.948
41 O 4.53 -1.19 1.44  H39 0.963, H40 0.948
42 H -2.42 4.41 1.23  O44 0.964
43 H -1.71 3.59 0.10  O44 0.980
44 O -2.10 3.53 0.99  H42 0.964, H43 0.980
45 H 0.57 0.02 -4.04  O47 0.985
46 H 0.37 -1.35 -3.40  O47 0.970
47 O -0.07 -0.72 -4.00  H45 0.985, H46 0.970
48 H -2.73 1.25 0.77  O50 0.965
49 H -2.44 0.76 -0.67  O50 0.971
50 O -2.40 0.50 0.27  H48 0.965, H49 0.971

LUMO level in eV: -2.38
Energy relative to the best compared isomer or geometry (same formula, charge and spin) in kcal/mol: 46.44
Charge: +1
Molar mass in g/mol: 302.3



# 2
A 14-piece molecular cluster, C17H58F3N26O15 overall at a distorted geometry, computed with ωB97M-V/def2-TZVPD.

Bonds (Å) are listed after each position.
Positions of all 119 atoms, in Å:
1 C 25.00 23.90 -7.22  O2 1.423, O3 1.346, C4 1.527, H15 1.111
2 O 25.25 22.50 -7.15  C1 1.423, C8 1.408
3 O 26.15 24.58 -7.38  C1 1.346
4 C 23.92 24.19 -8.27  C1 1.527, F5 1.343, F6 1.344, F7 1.363
5 F 23.77 25.50 -8.49  C4 1.343
6 F 24.10 23.58 -9.45  C4 1.344
7 F 22.71 23.75 -7.83  C4 1.363
8 C 25.02 21.88 -5.91  O2 1.408, C9 1.523, H13 1.096, H14 1.097
9 C 25.72 20.54 -5.98  C8 1.523, H10 1.091, H11 1.087, H12 1.088
10 H 26.74 20.85 -6.20  C9 1.091
11 H 25.83 20.00 -5.04  C9 1.087
12 H 25.19 19.90 -6.68  C9 1.088
13 H 23.94 21.74 -5.74  C8 1.096
14 H 25.41 22.42 -5.04  C8 1.097
15 H 24.49 24.18 -6.27  C1 1.111
16 C 24.40 24.63 -13.28  O17 1.218, N18 1.357, N19 1.374
17 O 25.18 24.17 -14.09  C16 1.218
18 N 24.77 25.06 -12.05  C16 1.357, H20 1.001, H21 1.004
19 N 23.05 24.76 -13.53  C16 1.374, H22 1.001, H23 1.001
20 H 24.11 25.27 -11.33  N18 1.001
21 H 25.75 25.08 -11.82  N18 1.004
22 H 22.74 24.60 -14.47  N19 1.001
23 H 22.42 25.11 -12.84  N19 1.001
24 C 23.07 20.95 -12.98  O25 1.224, N26 1.363, N27 1.363
25 O 22.00 20.92 -13.56  C24 1.224
26 N 24.22 20.45 -13.52  C24 1.363, H28 1.006, H29 1.001
27 N 23.26 21.62 -11.81  C24 1.363, H30 1.017, H31 1.004
28 H 25.11 20.66 -13.10  N26 1.006
29 H 24.12 19.81 -14.28  N26 1.001
30 H 24.15 21.70 -11.31  N27 1.017
31 H 22.50 22.17 -11.44  N27 1.004
32 C 19.13 26.21 -7.38  O33 1.217, N34 1.372, N35 1.367
33 O 18.06 25.86 -7.85  C32 1.217
34 N 20.34 25.71 -7.77  C32 1.372, H36 1.009, H37 1.002
35 N 19.23 26.94 -6.22  C32 1.367, H38 1.003, H39 1.005
36 H 21.13 26.05 -7.24  N34 1.009
37 H 20.36 25.32 -8.69  N34 1.002
38 H 18.36 27.32 -5.90  N35 1.003
39 H 20.06 26.98 -5.66  N35 1.005
40 C 26.89 15.76 -4.88  O41 1.220, N42 1.371, N43 1.366
41 O 26.41 14.67 -5.17  C40 1.220
42 N 26.16 16.83 -4.45  C40 1.371, H44 1.018, H45 1.006
43 N 28.24 15.94 -4.79  C40 1.366, H46 1.004, H47 1.003
44 H 26.61 17.70 -4.18  N42 1.018
45 H 25.23 16.91 -4.84  N42 1.006
46 H 28.76 15.16 -5.14  N43 1.004
47 H 28.63 16.86 -4.75  N43 1.003
48 C 28.92 19.47 -4.84  O49 1.227, N50 1.358, N51 1.369
49 O 27.93 19.05 -4.26  C48 1.227
50 N 28.95 19.72 -6.17  C48 1.358, H52 0.998, H53 1.004
51 N 30.15 19.57 -4.24  C48 1.369, H54 1.005, H55 1.002
52 H 28.15 19.61 -6.77  N50 0.998
53 H 29.86 19.87 -6.56  N50 1.004
54 H 30.23 19.08 -3.37  N51 1.005
55 H 31.00 19.88 -4.66  N51 1.002
56 C 26.26 20.12 -10.37  O57 1.226, N58 1.349, N59 1.381
57 O 25.88 21.04 -11.08  C56 1.226
58 N 26.27 20.21 -9.02  C56 1.349, H60 0.999, H61 1.014
59 N 26.73 18.92 -10.87  C56 1.381, H62 1.007, H63 1.004
60 H 26.56 19.45 -8.44  N58 0.999
61 H 25.93 21.08 -8.64  N58 1.014
62 H 27.18 19.00 -11.77  N59 1.007
63 H 27.11 18.23 -10.26  N59 1.004
64 C 29.05 24.06 -4.99  O65 1.219, N66 1.357, N67 1.386
65 O 30.00 24.13 -4.23  C64 1.219
66 N 28.80 24.94 -5.99  C64 1.357, H68 0.999, H69 1.013
67 N 28.22 22.95 -5.04  C64 1.386, H70 1.003, H71 1.010
68 H 29.23 25.84 -5.92  N66 0.999
69 H 28.04 24.76 -6.64  N66 1.013
70 H 28.15 22.38 -4.22  N67 1.003
71 H 27.43 23.06 -5.66  N67 1.010
72 C 26.45 28.01 -9.62  O73 1.217, N74 1.376, N75 1.378
73 O 25.87 27.22 -10.35  C72 1.217
74 N 27.16 29.09 -10.09  C72 1.376, H76 1.010, H77 1.005
75 N 26.64 27.76 -8.28  C72 1.378, H78 1.008, H79 1.015
76 H 27.10 29.17 -11.09  N74 1.010
77 H 28.08 29.36 -9.76  N74 1.005
78 H 26.80 28.60 -7.75  N75 1.008
79 H 26.15 26.98 -7.84  N75 1.015
80 C 23.04 27.63 -5.96  O81 1.232, N82 1.361, N83 1.361
81 O 22.42 26.57 -5.81  C80 1.232
82 N 23.73 27.96 -7.09  C80 1.361, H84 1.007, H85 1.001
83 N 23.19 28.50 -4.92  C80 1.361, H86 1.002, H87 1.005
84 H 23.84 27.26 -7.80  N82 1.007
85 H 24.15 28.86 -7.12  N82 1.001
86 H 23.56 29.42 -5.04  N83 1.002
87 H 22.60 28.27 -4.14  N83 1.005
88 C 20.92 23.38 -4.19  O89 1.227, N90 1.374, N91 1.359
89 O 20.56 22.72 -3.22  C88 1.227
90 N 22.22 23.80 -4.37  C88 1.374, H92 1.009, H93 1.004
91 N 20.09 23.59 -5.25  C88 1.359, H94 1.008, H95 1.002
92 H 22.34 24.66 -4.87  N90 1.009
93 H 22.79 23.48 -3.61  N90 1.004
94 H 20.38 24.21 -5.99  N91 1.008
95 H 19.11 23.35 -5.27  N91 1.002
96 C 22.17 19.93 -8.15  O97 1.214, N98 1.368, N99 1.375
97 O 21.75 19.93 -7.01  C96 1.214
98 N 22.51 21.05 -8.85  C96 1.368, H100 1.006, H101 1.006
99 N 22.29 18.78 -8.89  C96 1.375, H102 1.002, H103 1.005
100 H 22.82 21.03 -9.81  N98 1.006
101 H 22.32 21.93 -8.39  N98 1.006
102 H 22.55 18.71 -9.85  N99 1.002
103 H 22.26 17.94 -8.34  N99 1.005
104 C 28.16 23.70 -10.61  O105 1.224, N106 1.345, N107 1.392
105 O 28.58 23.13 -11.61  C104 1.224
106 N 27.18 23.22 -9.83  C104 1.345, H108 1.025, H109 1.008
107 N 28.57 24.98 -10.25  C104 1.392, H110 1.000, H111 1.000
108 H 26.98 23.77 -8.99  N106 1.025
109 H 26.62 22.48 -10.21  N106 1.008
110 H 29.54 25.21 -10.38  N107 1.000
111 H 27.87 25.65 -10.00  N107 1.000
112 C 26.41 27.34 -4.42  O113 1.227, N114 1.363, N115 1.364
113 O 26.02 28.17 -3.60  C112 1.227
114 N 27.56 27.52 -5.14  C112 1.363, H116 1.002, H117 1.002
115 N 25.68 26.25 -4.78  C112 1.364, H118 1.019, H119 1.002
116 H 27.67 26.91 -5.92  N114 1.002
117 H 28.01 28.41 -5.08  N114 1.002
118 H 25.92 25.77 -5.65  N115 1.019
119 H 24.88 26.10 -4.20  N115 1.002

LUMO level in eV: 1.58
Energy relative to the best compared isomer or geometry (same formula, charge and spin) in kcal/mol: 0.00
Charge: -1
Molar mass in g/mol: 923.8